24
Properties=species:S:1:pos:R:3:forces:R:3:lowdin_charge:R:1 method="wB97M-V/def2-TZVPD" max_force_ev_per_a=2.77 de_lowest_kcal_mol=12.3 homo_energy_ha=-0.3069 smiles=Cc1ccc(O)cc1.CC e_lumo_ev=0.885
C 1.662 1.226 1.157 -0.2 1.6 2.2 -0.07
C 0.410 1.296 0.332 0.5 -0.6 -0.7 -0.29
C -0.778 0.686 0.720 -0.3 -0.3 0.2 -0.06
C -1.945 0.746 -0.035 0.8 0.1 -0.8 -0.02
C -1.909 1.466 -1.228 -0.1 -0.6 0.5 -0.33
O -3.001 1.544 -2.045 0.2 0.3 -0.2 0.05
C -0.730 2.066 -1.639 0.0 0.8 -0.1 -0.02
C 0.436 1.983 -0.888 -0.8 -0.5 0.4 -0.03
H 2.658 1.116 0.755 -0.1 -0.3 -0.9 0.07
H 1.623 0.634 2.076 -0.4 -0.7 -0.5 0.07
H 1.705 2.212 1.666 0.2 0.0 -0.4 0.09
H -0.827 0.088 1.621 0.3 0.0 0.1 0.11
H -2.788 0.098 0.175 -0.1 0.2 0.3 0.11
H -3.747 1.136 -1.602 -0.1 -0.1 0.0 0.10
H -0.822 2.717 -2.498 0.3 -0.2 -0.3 0.12
H 1.372 2.411 -1.217 -0.1 0.2 -0.2 0.11
C 0.466 -2.716 -0.325 -0.6 -0.2 0.1 -0.17
C 1.190 -2.687 1.024 0.8 1.3 -1.1 -0.16
H 0.651 -3.623 -0.905 0.1 -0.2 0.3 0.06
H -0.612 -2.659 -0.152 0.0 0.0 -0.2 0.06
H 0.746 -1.910 -1.001 0.0 0.3 0.3 0.06
H 1.077 -1.724 1.529 -0.7 -0.1 0.1 0.03
H 0.903 -3.494 1.681 0.2 -0.2 0.1 0.06
H 2.259 -2.612 0.797 0.1 -0.9 0.3 0.06